(1)
C8H13PS2 | the ωB97M-V functional and the def2-TZVPD basis

For the HOMO energy (spin up / spin down), the calculation gives -0.28092 / -0.28086 Ha. Its gap between HOMO and LUMO (spin up / spin down) is 6.6 / 6.6 eV.

Positions of all 24 atoms, in Å:
C (0.733, -5.024, 1.884)
C (0.768, 0.091, 2.370)
C (-0.111, 0.969, -1.733)
C (0.878, 1.837, -1.003)
C (-1.249, 0.718, -0.814)
C (1.315, 1.218, 0.396)
C (-0.854, -0.089, 0.454)
C (0.146, 0.798, 1.289)
P (1.202, -3.475, 1.630)
S (1.900, 0.024, 3.410)
S (-0.335, -2.378, 2.425)
H (1.360, -5.860, 1.404)
H (-0.198, -5.352, 2.317)
H (-0.414, 1.501, -2.757)
H (0.431, 0.032, -2.062)
H (1.731, 2.036, -1.551)
H (0.469, 2.805, -0.757)
H (-1.725, 1.625, -0.692)
H (-1.923, 0.067, -1.154)
H (1.883, 0.263, 0.200)
H (1.920, 1.976, 0.905)
H (-1.740, -0.259, 1.128)
H (-0.283, -0.986, 0.330)
H (-0.151, 1.847, 1.444)

***

(2)
C4H31N2O9 | the ωB97M-V functional and the def2-TZVPD basis

For the HOMO energy, the calculation gives -0.47131 Ha. Its total charge is +1. Its gap between HOMO and LUMO is 10.3 eV.

Positions of all 46 atoms, in Å:
C (-0.104, 0.538, 1.416)
N (-0.375, 1.084, 2.695)
C (0.914, -0.598, 1.403)
N (1.102, -1.239, 0.007)
C (1.980, -2.488, 0.185)
C (2.350, -0.076, 1.929)
H (0.297, 1.446, 0.826)
H (-1.069, 0.073, 0.989)
H (-0.611, 0.416, 3.390)
H (0.486, 1.515, 3.188)
H (0.477, -1.351, 2.155)
H (1.629, -0.591, -0.638)
H (0.122, -1.530, -0.387)
H (2.813, -2.406, -0.591)
H (1.448, -3.382, 0.016)
H (2.450, -2.505, 1.180)
H (3.176, -0.841, 1.849)
H (2.345, 0.087, 3.136)
H (2.722, 0.879, 1.600)
H (-0.480, -4.993, -0.798)
H (-1.819, -5.392, -1.103)
O (-1.064, -4.963, -1.480)
H (-2.982, -4.719, 2.028)
H (-3.557, -3.373, 1.701)
O (-2.773, -3.904, 1.560)
H (-0.682, 2.480, -4.062)
H (0.511, 3.452, -3.797)
O (0.120, 2.567, -3.689)
H (-1.569, -2.910, -1.736)
H (-0.595, -2.345, -2.739)
O (-0.922, -2.267, -1.804)
H (-2.161, 3.121, 3.127)
H (-1.140, 3.183, 2.033)
O (-1.701, 3.761, 2.615)
H (-1.745, 5.408, 0.151)
H (-1.923, 5.368, -1.374)
O (-1.391, 5.092, -0.644)
H (0.664, 3.347, -1.427)
H (0.537, 2.406, -0.185)
O (1.215, 2.855, -0.700)
H (0.641, 0.591, -1.712)
H (1.878, 1.254, -2.060)
O (1.584, 0.294, -1.895)
H (-1.114, -0.584, -1.912)
H (-0.679, 0.868, -2.566)
O (-1.005, 0.375, -1.879)

***

(3)
C39H51FNO2S2SiTi | the ωB97M-V functional and the def2-TZVPD basis

For the HOMO energy (spin up / spin down), the calculation gives -0.05209 / -0.15021 Ha. Its total charge is -1. The multiplicity is 3. Its gap between HOMO and LUMO (spin up / spin down) is 3.6 / 6.3 eV. Its expectation value of S² is 2.02.

Positions of all 98 atoms, in Å:
Ti (0.957, 0.173, -0.392)
O (2.894, 0.060, 0.243)
S (4.188, 0.732, -0.409)
C (5.383, -0.633, -0.015)
C (4.887, -2.035, -0.357)
C (4.262, -2.749, 0.841)
C (3.448, -3.983, 0.458)
S (1.768, -3.532, 0.003)
O (1.871, -2.221, -0.696)
C (1.230, -3.254, 1.696)
C (1.242, -2.007, 2.273)
C (0.791, -1.849, 3.578)
C (0.340, -2.945, 4.292)
C (0.322, -4.197, 3.702)
C (0.760, -4.349, 2.389)
C (4.250, 0.728, -2.105)
C (4.930, 1.837, -2.708)
C (4.911, 2.009, -4.068)
C (4.194, 1.122, -4.910)
C (3.491, 0.064, -4.316)
C (3.503, -0.154, -2.956)
H (5.652, -0.539, 1.047)
H (6.236, -0.338, -0.620)
H (5.714, -2.644, -0.738)
H (4.162, -1.967, -1.159)
H (3.627, -2.046, 1.376)
H (5.053, -3.048, 1.532)
H (3.314, -4.683, 1.285)
H (3.869, -4.517, -0.397)
H (1.603, -1.156, 1.716)
H (0.781, -0.862, 4.024)
H (-0.009, -2.821, 5.311)
H (-0.057, -5.052, 4.249)
H (0.722, -5.320, 1.902)
H (5.461, 2.545, -2.077)
H (5.456, 2.839, -4.503)
H (4.162, 1.275, -5.981)
H (2.908, -0.603, -4.943)
H (2.924, -0.962, -2.540)
C (-3.264, -3.883, -1.697)
Si (-3.041, -3.025, -0.060)
C (-3.030, -4.332, 1.268)
C (-4.520, -1.930, 0.213)
C (-1.532, -2.057, -0.057)
C (-0.573, -1.299, -0.164)
H (-4.211, -4.436, -1.709)
H (-2.448, -4.589, -1.889)
H (-3.277, -3.158, -2.518)
H (-3.970, -4.893, 1.246)
H (-2.910, -3.888, 2.263)
H (-2.203, -5.033, 1.118)
H (-5.419, -2.536, 0.379)
H (-4.694, -1.287, -0.658)
H (-4.376, -1.278, 1.082)
C (2.207, 2.158, 4.095)
C (0.903, 2.402, 3.369)
C (-0.117, 3.147, 3.962)
C (-1.282, 3.384, 3.244)
C (-2.398, 4.202, 3.853)
C (-1.445, 2.874, 1.958)
C (-0.452, 2.086, 1.325)
C (0.730, 1.902, 2.095)
N (-0.509, 1.482, 0.093)
C (-1.593, 1.785, -0.860)
C (-2.964, 1.263, -0.372)
C (-4.068, 1.574, -1.391)
C (-4.125, 3.088, -1.639)
C (-2.782, 3.574, -2.206)
C (-2.486, 2.838, -3.517)
C (-2.408, 1.335, -3.234)
C (-3.759, 0.846, -2.703)
C (-1.303, 1.072, -2.201)
C (-1.659, 3.290, -1.197)
H (2.170, 2.552, 5.112)
H (3.038, 2.638, 3.574)
H (2.438, 1.091, 4.152)
H (0.005, 3.546, 4.965)
H (-2.182, 4.450, 4.894)
H (-3.346, 3.658, 3.824)
H (-2.543, 5.137, 3.306)
H (-2.376, 3.095, 1.459)
H (1.552, 1.362, 1.650)
H (-3.230, 1.694, 0.592)
H (-2.872, 0.185, -0.222)
H (-5.030, 1.229, -0.997)
H (-4.341, 3.609, -0.697)
H (-4.936, 3.326, -2.339)
H (-2.834, 4.650, -2.392)
H (-1.533, 3.187, -3.929)
H (-3.268, 3.047, -4.258)
H (-2.159, 0.800, -4.153)
H (-3.720, -0.235, -2.524)
H (-4.547, 1.035, -3.443)
H (-0.354, 1.429, -2.596)
H (-1.225, -0.006, -2.034)
H (-1.810, 3.891, -0.303)
H (-0.687, 3.574, -1.614)
F (1.571, 1.463, -1.544)

***

(4)
C10H10CoF6N8O5S3 | the ωB97M-V functional and the def2-TZVPD basis

For the HOMO energy (spin up / spin down), the calculation gives -0.17045 / -0.14780 Ha. Its total charge is -1. The multiplicity is 3. Its gap between HOMO and LUMO (spin up / spin down) is 7.2 / 6.6 eV. Its expectation value of S² is 2.01.

Positions of all 43 atoms, in Å:
Co (0.850, -1.095, -0.264)
N (0.118, -1.145, 1.706)
N (-0.769, -2.203, 1.995)
C (-0.756, -3.262, 1.161)
N (-1.790, -4.121, 1.324)
S (0.483, -3.531, 0.052)
H (0.931, -1.208, 2.312)
H (-0.370, -0.277, 1.898)
H (-1.670, -1.916, 2.364)
H (-2.649, -3.752, 1.713)
H (-1.881, -4.813, 0.601)
F (-1.120, 1.912, 3.096)
C (-2.065, 2.455, 2.314)
F (-1.710, 3.716, 2.054)
F (-3.212, 2.466, 2.987)
S (-2.220, 1.501, 0.743)
O (-0.876, 1.452, 0.236)
O (-3.246, 2.165, 0.005)
N (-2.566, 0.067, 1.296)
S (-3.988, -0.589, 1.440)
O (-5.071, 0.284, 1.760)
O (-3.804, -1.799, 2.213)
C (-4.365, -1.236, -0.245)
F (-4.447, -0.255, -1.134)
F (-3.424, -2.095, -0.638)
F (-5.535, -1.882, -0.208)
O (2.513, -0.045, 0.826)
N (3.007, 0.799, -0.043)
C (2.306, 1.899, -0.381)
C (2.775, 2.754, -1.355)
C (3.968, 2.479, -2.002)
C (4.672, 1.343, -1.634)
C (4.176, 0.520, -0.650)
H (1.361, 1.999, 0.129)
H (2.174, 3.611, -1.621)
H (4.325, 3.100, -2.811)
H (5.578, 1.066, -2.152)
H (4.625, -0.407, -0.327)
N (4.607, 0.625, -4.783)
C (3.515, 0.338, -4.508)
N (2.250, 0.060, -4.283)
C (1.868, -0.336, -3.109)
N (1.434, -0.645, -2.074)

***

(5)
C9H10N2O3S | the ωB97M-V functional and the def2-TZVPD basis

For the HOMO energy (spin up / spin down), the calculation gives -0.31750 / -0.30922 Ha. Its gap between HOMO and LUMO (spin up / spin down) is 7.1 / 6.7 eV.

Positions of all 25 atoms, in Å:
C (3.078, -0.736, -0.313)
C (2.406, -0.616, 0.890)
C (2.599, -0.084, -1.437)
C (1.252, 0.146, 0.968)
C (1.442, 0.669, -1.361)
C (0.751, 0.782, -0.161)
C (-1.106, -1.466, 0.043)
C (-0.559, 1.530, -0.106)
C (-1.630, 0.736, -0.789)
N (-1.393, -1.543, 1.297)
N (-2.936, 0.749, -0.386)
O (-3.202, 0.983, 0.817)
O (-3.807, 0.467, -1.200)
O (-1.621, -0.509, 2.173)
S (-0.700, -2.401, -1.159)
H (3.978, -1.329, -0.372)
H (2.782, -1.113, 1.773)
H (3.132, -0.160, -2.374)
H (0.741, 0.247, 1.914)
H (1.072, 1.176, -2.240)
H (-0.840, 1.745, 0.926)
H (-0.447, 2.481, -0.639)
H (-1.499, 0.500, -1.835)
H (-1.212, -2.407, 1.808)
H (-2.282, 0.153, 1.764)

***

(6)
C2H4N6 | the ωB97M-V functional and the def2-TZVPD basis

For the HOMO energy, the calculation gives -0.31362 Ha. Its SMILES is N/N=c1\cn[nH]nn1. Its gap between HOMO and LUMO is 8.6 eV.

Positions of all 12 atoms, in Å:
C (-0.297, -0.470, -0.300)
C (0.267, 0.846, -0.171)
H (-3.300, -0.254, 0.395)
H (-2.303, 0.798, 0.357)
H (-0.216, 1.825, -0.481)
H (3.300, 0.186, 0.271)
N (-2.457, -0.078, -0.055)
N (-1.381, -0.935, 0.164)
N (1.528, 0.981, -0.089)
N (2.246, -0.118, 0.222)
N (1.885, -1.279, -0.020)
N (0.728, -1.503, -0.292)

***

(7)
C6H9ClN2O3S | the ωB97M-V functional and the def2-TZVPD basis

For the HOMO energy, the calculation gives -0.28807 Ha. Its SMILES is N=C=C/C=C(/N)S(=O)(=O)O.C=CCl. Its gap between HOMO and LUMO is 8.4 eV.

Positions of all 22 atoms, in Å:
C (-1.593, -1.305, -0.444)
C (-1.165, -0.292, 0.464)
C (-1.677, -1.145, -1.745)
C (2.408, -1.628, 2.696)
C (1.527, -1.191, 1.827)
C (-0.621, 0.967, 0.182)
N (-1.897, -1.047, -2.922)
N (-0.351, 2.071, 0.964)
O (-1.131, 2.034, -2.362)
O (1.074, 2.406, -1.303)
O (0.527, 0.162, -2.052)
S (0.075, 1.375, -1.444)
Cl (2.150, -0.475, 0.287)
H (-1.842, -2.389, -0.202)
H (-1.375, -0.523, 1.472)
H (3.439, -1.694, 2.471)
H (2.046, -2.027, 3.628)
H (0.477, -1.166, 1.932)
H (-1.238, -1.106, -3.678)
H (-0.553, 1.745, 1.946)
H (-0.933, 3.014, -2.556)
H (0.653, 2.215, 0.840)

***

(8)
C6H10O | the ωB97M-V functional and the def2-TZVPD basis

For the HOMO energy, the calculation gives -0.33321 Ha. Its SMILES is C=CO.C#C.C=C. Its gap between HOMO and LUMO is 10.0 eV.

Positions of all 17 atoms, in Å:
O (-1.019, 1.048, 2.146)
C (-1.332, 0.085, 1.237)
C (-2.062, 0.243, 0.136)
C (1.000, 1.518, -0.835)
C (2.179, 1.049, -1.231)
C (0.745, -2.183, -0.260)
C (0.242, -3.164, 0.222)
H (-1.461, 1.869, 1.888)
H (-0.883, -0.866, 1.509)
H (-2.495, 1.203, -0.139)
H (-2.231, -0.599, -0.524)
H (0.778, 1.703, 0.214)
H (0.199, 1.722, -1.542)
H (2.396, 0.855, -2.279)
H (2.977, 0.842, -0.521)
H (1.172, -1.289, -0.671)
H (-0.203, -4.035, 0.651)

***

Energy above the lowest of the compared OMol25 structures with the same formula, charge and spin / kJ/mol: 15.9, 481.9, 102.7, 3.8, 592.3, 408.7, 182.4, 353.2